[1]
54
Properties=species:S:1:pos:R:3:lowdin_charge:R:1 method="wB97M-V/def2-TZVPD" smiles="CC(=O)OCCCC[C@@H]1OC(=O)O[C@H]1I.C1CCOC1.C1CCOC1" homo_ev=-9.43 orbital_gap_ev=9.7 relative_energy_kcal_mol=0.00 e_lumo_ha=0.0103 spin_multiplicity=1 total_energy_ha=-1489.5118
C 1.714 -0.173 3.672 0.04
C 1.329 0.244 2.281 -0.55
O 0.691 -0.460 1.550 0.09
O 1.763 1.474 1.904 -0.01
C 0.724 2.401 1.561 -0.16
C -0.232 2.688 2.708 -0.16
C -1.447 3.479 2.219 -0.17
C -2.492 2.718 1.400 -0.12
C -3.095 1.488 2.042 -0.34
O -3.345 1.635 3.454 0.08
C -3.556 0.366 3.890 -0.55
O -4.314 0.026 4.724 0.20
O -2.705 -0.469 3.218 0.01
C -2.324 0.156 2.002 -0.68
I -2.841 -0.967 0.269 0.99
H 2.499 -0.929 3.630 0.09
H 0.829 -0.606 4.141 0.10
H 2.049 0.677 4.263 0.09
H 0.192 2.039 0.673 0.13
H 1.246 3.316 1.280 0.14
H 0.293 3.293 3.453 0.13
H -0.535 1.772 3.225 0.11
H -1.934 3.948 3.077 0.12
H -1.083 4.300 1.590 0.12
H -3.312 3.406 1.181 0.13
H -2.094 2.404 0.428 0.12
H -4.059 1.289 1.561 0.12
H -1.241 0.222 1.962 0.04
C -1.735 -1.186 -4.204 -0.17
C -0.684 -0.743 -5.220 -0.17
C -0.973 0.749 -5.326 -0.21
O -1.457 1.154 -4.045 -0.14
C -1.757 0.004 -3.253 -0.25
H -1.490 -2.121 -3.700 0.11
H -2.705 -1.303 -4.691 0.11
H 0.319 -0.908 -4.821 0.11
H -0.758 -1.254 -6.179 0.11
H -1.743 0.950 -6.079 0.12
H -0.090 1.341 -5.570 0.12
H -0.997 -0.101 -2.472 0.09
H -2.725 0.154 -2.773 0.08
C 2.833 -1.946 -1.011 -0.17
C 2.770 -3.446 -1.290 -0.17
C 4.161 -3.894 -0.856 -0.21
O 4.552 -3.021 0.204 -0.14
C 3.653 -1.913 0.271 -0.21
H 1.861 -1.470 -0.892 0.10
H 3.370 -1.436 -1.815 0.11
H 2.007 -3.913 -0.665 0.11
H 2.557 -3.691 -2.330 0.11
H 4.879 -3.801 -1.678 0.12
H 4.187 -4.922 -0.491 0.12
H 3.011 -2.024 1.151 0.10
H 4.233 -0.995 0.377 0.12

***

[2]
16
Properties=species:S:1:pos:R:3:lowdin_charge:R:1 method="wB97M-V/def2-TZVPD" smiles="[H]/N=C/CC(C)=C=C" homo_ev=-9.23 orbital_gap_ev=10.2 relative_energy_kcal_mol=70.07 e_lumo_ha=0.0360 spin_multiplicity=1 total_energy_ha=-288.6704
H -3.047 -0.897 -1.098 0.05
N -2.321 -0.183 -1.146 0.09
C -1.571 -0.249 -0.123 -0.31
C -0.595 0.868 0.155 -0.14
C 0.817 0.359 0.596 -0.26
C 1.828 1.131 1.432 -0.06
C 0.946 -0.813 0.022 -0.08
C 0.463 -1.767 -0.740 -0.01
H -1.669 -1.012 0.664 0.13
H -0.496 1.421 -0.789 0.12
H -1.126 1.517 0.863 0.12
H 1.772 2.212 1.260 0.07
H 2.861 0.825 1.224 0.08
H 1.672 0.975 2.509 0.08
H -0.011 -2.651 -0.325 0.07
H 0.454 -1.653 -1.820 0.08

***

[3]
68
Properties=species:S:1:pos:R:3:lowdin_charge:R:1 method="wB97M-V/def2-TZVPD" s_squared=6.030 homo_ev="1.18 / 0.99" orbital_gap_ev="3.3 / 3.5" relative_energy_kcal_mol=11.38 e_lumo_ha="0.1649 / 0.1648" spin_multiplicity=5 total_energy_ha=-4018.2504 total_charge=-2
Fe -0.179 0.531 0.087 0.33
S 1.911 0.125 -1.453 0.27
P 2.419 -0.428 0.413 0.38
C 1.180 -0.247 1.566 -0.57
P 1.019 1.230 2.410 0.37
S -0.757 2.134 2.127 0.26
C 2.261 2.571 2.137 -0.33
C 2.220 3.268 0.926 -0.11
C 3.092 4.322 0.691 -0.09
C 4.014 4.703 1.659 -0.12
C 4.070 4.010 2.856 -0.10
C 3.198 2.944 3.089 -0.09
C 1.198 0.922 4.234 -0.34
C 1.792 -0.251 4.670 -0.09
C 1.867 -0.554 6.032 -0.10
C 1.335 0.318 6.966 -0.13
C 0.732 1.492 6.538 -0.11
C 0.661 1.786 5.179 -0.11
C 2.874 -2.215 0.366 -0.33
C 3.866 -2.679 -0.489 -0.10
C 4.235 -4.021 -0.490 -0.11
C 3.599 -4.915 0.362 -0.13
C 2.595 -4.463 1.202 -0.10
C 2.237 -3.110 1.208 -0.08
C 4.090 0.244 0.847 -0.33
C 4.669 -0.154 2.047 -0.09
C 5.920 0.317 2.432 -0.10
C 6.604 1.204 1.616 -0.12
C 6.033 1.609 0.422 -0.10
C 4.781 1.123 0.035 -0.11
H 1.501 2.975 0.178 0.08
H 3.052 4.850 -0.254 0.10
H 4.687 5.535 1.477 0.09
H 4.796 4.291 3.610 0.09
H 3.258 2.394 4.021 0.10
H 2.157 -0.945 3.919 0.08
H 2.323 -1.483 6.357 0.09
H 1.368 0.075 8.022 0.09
H 0.300 2.172 7.264 0.09
H 0.167 2.687 4.830 0.08
H 4.338 -1.978 -1.171 0.10
H 5.012 -4.373 -1.161 0.09
H 3.882 -5.964 0.360 0.09
H 2.074 -5.159 1.847 0.09
H 1.435 -2.730 1.837 0.08
H 4.124 -0.840 2.689 0.10
H 6.357 0.000 3.372 0.09
H 7.574 1.585 1.916 0.09
H 6.558 2.313 -0.213 0.09
H 4.313 1.431 -0.894 0.06
C -1.341 -3.919 1.230 -0.13
C -1.617 -2.673 0.416 -0.37
C -2.167 -1.519 0.970 -0.15
C -2.418 -0.341 0.266 -0.23
C -2.248 -0.219 -1.255 -0.47
C -1.546 -1.483 -1.748 -0.14
C -1.296 -2.576 -0.974 -0.14
H -2.228 -4.562 1.404 0.04
H -0.939 -3.674 2.230 0.05
H -0.593 -4.554 0.732 0.05
H -2.370 -1.512 2.045 0.10
H -2.971 0.457 0.750 0.06
H -3.237 -0.135 -1.770 0.09
H -1.253 -1.497 -2.801 0.07
H -0.783 -3.426 -1.437 0.09
C -1.401 1.081 -1.486 -0.29
H -2.031 1.967 -1.299 0.01
H -1.003 1.140 -2.516 0.00

***

[4]
13
Properties=species:S:1:pos:R:3:lowdin_charge:R:1 method="wB97M-V/def2-TZVPD" homo_ev=-8.85 orbital_gap_ev=9.8 relative_energy_kcal_mol=63.85 e_lumo_ha=0.0358 spin_multiplicity=1 total_energy_ha=-323.6792
N 1.355 1.117 -1.817 0.07
C 0.562 0.104 -1.471 -0.18
O 1.026 -0.364 -0.302 -0.13
C 0.092 -1.204 0.382 -0.19
C -1.203 -0.469 0.689 -0.27
O -1.026 0.628 1.563 -0.06
H 1.092 1.672 -2.613 0.08
H 2.110 1.455 -1.226 0.11
H 0.592 -1.480 1.314 0.13
H -0.122 -2.104 -0.207 0.12
H -1.671 -0.158 -0.255 0.11
H -1.875 -1.169 1.192 0.12
H -0.761 1.393 1.039 0.08

***

Repeat the fourth record exactly.
13
Properties=species:S:1:pos:R:3:lowdin_charge:R:1 method="wB97M-V/def2-TZVPD" homo_ev=-8.85 orbital_gap_ev=9.8 relative_energy_kcal_mol=63.85 e_lumo_ha=0.0358 spin_multiplicity=1 total_energy_ha=-323.6792
N 1.355 1.117 -1.817 0.07
C 0.562 0.104 -1.471 -0.18
O 1.026 -0.364 -0.302 -0.13
C 0.092 -1.204 0.382 -0.19
C -1.203 -0.469 0.689 -0.27
O -1.026 0.628 1.563 -0.06
H 1.092 1.672 -2.613 0.08
H 2.110 1.455 -1.226 0.11
H 0.592 -1.480 1.314 0.13
H -0.122 -2.104 -0.207 0.12
H -1.671 -0.158 -0.255 0.11
H -1.875 -1.169 1.192 0.12
H -0.761 1.393 1.039 0.08